1.
Below is one molecule with the formula C4H4OS3, with properties calculated with ωB97M-V/def2-TZVPD.

- relative energy (zero: lowest compared OMol25 entry of this formula, charge and spin) (kcal/mol) = 4.9
- LUMO energy (eV) = -0.80
- SMILES = S=C1C[C@@H](S)C(=S)O1
- DFT total energy (Eh) = -1424.5964
- frontier orbital gap (eV) = 8.476

Element x y z (Å)
1 S 2.895 -0.639 -0.640
2 C 1.349 -0.516 -0.215
3 C 0.673 0.481 0.721
4 C -0.811 0.321 0.375
5 S -1.490 1.525 -0.805
6 C -0.874 -1.076 -0.217
7 S -2.092 -2.108 -0.378
8 O 0.408 -1.409 -0.637
9 H 0.909 0.175 1.755
10 H 1.054 1.478 0.559
11 H -1.452 0.396 1.265
12 H -0.570 1.371 -1.784

Mulliken charges in e: -0.270 0.224 -0.454 -0.045 -0.161 0.192 -0.254 -0.306 0.293 0.314 0.319 0.148

---

2.
Below is one molecule with the formula C4H4OS3 at a distorted geometry, with properties calculated with ωB97M-V/def2-TZVPD.

- relative energy (zero: lowest compared OMol25 entry of this formula, charge and spin) (kcal/mol) = 41.7
- LUMO energy (eV) = -2.26
- SMILES = O[C@@H](C=S)C(=S)C=S
- DFT total energy (Eh) = -1424.5376
- frontier orbital gap (eV) = 6.945

Element x y z (Å)
1 O -1.265 0.772 1.400
2 C -0.373 -0.026 0.705
3 C -1.113 -0.992 -0.340
4 S -2.634 -0.937 -0.764
5 C 0.586 0.776 -0.136
6 S 0.218 2.221 -0.727
7 C 1.895 0.148 -0.430
8 S 2.286 -1.401 -0.174
9 H -1.941 1.109 0.741
10 H 0.113 -0.770 1.394
11 H -0.363 -1.723 -0.766
12 H 2.591 0.824 -0.902

Mulliken charges in e: -0.506 -0.127 -0.040 -0.232 0.401 -0.192 -0.324 -0.206 0.355 0.354 0.170 0.348

---

3.
Below is one molecule with the formula C4H4S at a distorted geometry, with properties calculated with ωB97M-V/def2-TZVPD.

- relative energy (zero: lowest compared OMol25 entry of this formula, charge and spin) (kcal/mol) = 108.8
- LUMO energy (eV) = 0.54
- DFT total energy (Eh) = -552.8187
- frontier orbital gap (eV) = 9.376

Element x y z (Å)
1 C -1.066 0.317 -0.676
2 C 0.663 0.097 0.937
3 C 1.034 0.088 -0.559
4 C -0.356 -0.536 0.078
5 S 0.662 -1.629 -0.830
6 H -1.288 1.230 -0.207
7 H -1.486 -0.013 -1.722
8 H 1.376 -0.619 1.444
9 H 0.462 1.065 1.535

Mulliken charges in e: -0.494 -0.375 -0.264 0.323 -0.127 0.266 0.229 0.243 0.200

---

4.
Below is C4H4S as an isolated structure at a distorted geometry, with properties calculated with ωB97M-V/def2-TZVPD.

- 2S+1 = 3
- relative energy (zero: lowest compared OMol25 entry of this formula, charge and spin) (kcal/mol) = 21.7
- LUMO energy (spin up / spin down) (eV) = 0.98 / -1.82
- DFT total energy (Eh) = -552.7679
- <S²> = 2.010
- frontier orbital gap (spin up / spin down) (eV) = 8.344 / 7.415

Element x y z (Å)
1 C -1.060 1.247 0.024
2 C 0.341 -1.167 0.034
3 C 1.924 -1.095 0.051
4 C -0.030 0.354 -0.010
5 S 1.792 0.713 -0.002
6 H -2.111 1.010 0.034
7 H -0.857 2.255 0.033
8 H 0.210 -1.690 -0.901
9 H -0.210 -1.629 0.737

Mulliken charges in e: -0.723 -0.468 -0.164 0.312 -0.103 0.269 0.250 0.239 0.387

---

5.
Below is one molecule with the formula C4H4S at a distorted geometry, with properties calculated with ωB97M-V/def2-TZVPD.

- 2S+1 = 3
- relative energy (zero: lowest compared OMol25 entry of this formula, charge and spin) (kcal/mol) = 10.8
- LUMO energy (spin up / spin down) (eV) = 0.83 / -2.30
- DFT total energy (Eh) = -552.7853
- <S²> = 2.023
- frontier orbital gap (spin up / spin down) (eV) = 6.355 / 7.908

Element x y z (Å)
1 C -0.086 0.708 -0.006
2 C -1.115 -0.332 -0.005
3 C 1.279 0.813 -0.004
4 C -2.152 -0.985 -0.003
5 S 2.398 -0.530 0.002
6 H -0.584 1.678 0.010
7 H 1.460 -1.478 -0.016
8 H 1.766 1.770 -0.001
9 H -2.966 -1.645 0.020

Mulliken charges in e: -0.363 -0.313 -0.277 -0.104 -0.127 0.273 0.133 0.360 0.416

---

6.
Below is C4H56B12Ca3O as an isolated structure at a distorted geometry, with properties calculated with ωB97M-V/def2-TZVPD.

- total charge = -6
- LUMO energy (eV) = 11.43
- DFT total energy (Eh) = -2590.9224
- frontier orbital gap (eV) = 4.379

Element x y z (Å)
1 Ca -26.446 10.103 -0.509
2 Ca -26.324 5.186 0.470
3 Ca -23.607 7.455 -2.779
4 B -25.164 10.369 -2.785
5 H -24.868 9.389 -2.262
6 H -24.608 11.259 -2.229
7 H -24.723 10.457 -3.894
8 H -26.306 10.510 -2.777
9 B -27.000 10.016 1.964
10 H -26.561 8.926 1.939
11 H -27.293 10.427 3.056
12 H -26.269 10.756 1.497
13 H -27.915 10.094 1.282
14 B -24.028 3.497 0.781
15 H -24.117 4.635 0.997
16 H -24.970 3.042 0.289
17 H -23.129 3.337 0.023
18 H -23.929 2.913 1.842
19 B -26.575 6.104 3.057
20 H -25.693 6.697 3.613
21 H -26.221 5.118 2.580
22 H -27.489 6.028 3.836
23 H -26.863 6.822 2.202
24 B -22.419 5.263 -2.253
25 H -22.647 5.604 -3.319
26 H -22.966 4.266 -1.964
27 H -21.246 5.057 -2.057
28 H -22.805 6.074 -1.537
29 B -25.746 7.139 -4.058
30 H -26.526 6.970 -4.961
31 H -26.378 7.075 -3.071
32 H -24.914 6.356 -4.115
33 H -25.315 8.191 -4.151
34 B -25.114 7.389 -0.174
35 H -24.869 8.526 -0.229
36 H -25.008 6.875 -1.178
37 H -24.381 6.859 0.545
38 H -26.195 7.268 0.211
39 B -25.887 4.210 -2.063
40 H -25.299 4.086 -3.092
41 H -25.194 4.564 -1.209
42 H -26.733 5.026 -2.233
43 H -26.393 3.169 -1.711
44 B -28.545 8.693 -1.618
45 H -28.890 9.394 -2.542
46 H -28.983 7.615 -1.834
47 H -27.396 8.569 -1.648
48 H -28.941 9.058 -0.551
49 B -23.857 11.129 0.659
50 H -24.437 11.549 -0.249
51 H -22.752 10.807 0.393
52 H -23.947 11.932 1.567
53 H -24.425 10.195 1.031
54 B -28.767 5.418 0.160
55 H -28.356 6.475 -0.010
56 H -29.923 5.445 -0.176
57 H -28.256 4.638 -0.483
58 H -28.685 5.188 1.283
59 B -22.155 9.320 -1.735
60 H -23.158 8.967 -1.330
61 H -21.622 8.406 -2.189
62 H -22.334 10.046 -2.676
63 H -21.387 9.859 -1.005
64 C -20.937 6.820 3.138
65 C -22.077 6.562 4.079
66 C -23.028 5.746 3.219
67 O -22.101 4.895 2.500
68 C -20.841 5.506 2.358
69 H -19.976 7.189 3.519
70 H -21.256 7.602 2.440
71 H -22.584 7.466 4.426
72 H -21.711 5.980 4.939
73 H -23.678 6.340 2.567
74 H -23.722 5.048 3.685
75 H -20.593 5.685 1.307
76 H -20.076 4.813 2.755

Mulliken charges in e: -0.324 -0.885 -0.271 2.585 -1.004 -0.460 -0.504 -0.511 0.747 -0.380 -0.385 -0.212 -0.347 1.279 -0.688 -0.249 -0.523 -0.473 1.408 -0.439 -0.461 -0.386 -0.480 1.447 -0.414 -0.399 -0.409 -0.467 1.053 -0.381 -0.586 -0.351 -0.497 4.213 -0.876 -1.004 -0.696 -0.554 1.308 -0.500 -0.812 -0.263 -0.407 2.380 -0.448 -0.440 -1.195 -0.487 1.148 -0.397 -0.525 -0.342 -0.371 0.774 -0.501 -0.350 -0.308 -0.340 1.420 -0.965 -0.414 -0.402 -0.407 -0.455 -0.521 0.798 -0.456 -0.496 0.389 0.118 0.309 0.243 -0.862 0.181 0.222 0.253

---

7.
Below is C4H5AgO2 as an isolated structure at a distorted geometry, with properties calculated with ωB97M-V/def2-TZVPD.

- 2S+1 = 3
- relative energy (zero: lowest compared OMol25 entry of this formula, charge and spin) (kcal/mol) = 41.6
- total charge = +2
- LUMO energy (spin up / spin down) (eV) = -8.86 / -12.58
- DFT total energy (Eh) = -451.8936
- <S²> = 2.015
- frontier orbital gap (spin up / spin down) (eV) = 5.295 / 5.428

Element x y z (Å)
1 H -0.819 -0.046 -0.375
2 C -0.833 1.039 -0.560
3 C -2.001 1.598 -0.411
4 O -3.055 2.077 -0.198
5 Ag -5.071 2.444 -0.904
6 H -0.079 1.543 -1.168
7 O 3.195 -0.483 0.513
8 C 2.249 -1.235 0.658
9 C 1.398 -2.173 0.849
10 H 3.087 0.238 -0.148
11 H 0.692 -2.085 1.682
12 H 1.238 -2.917 0.062

Mulliken charges in e: 0.272 -0.531 0.677 -0.194 0.472 0.312 -0.229 0.714 -0.633 0.448 0.354 0.337

---

8.
Below is C4H5Br2 as an isolated structure at a distorted geometry, with properties calculated with ωB97M-V/def2-TZVPD.

- 2S+1 = 2
- relative energy (zero: lowest compared OMol25 entry of this formula, charge and spin) (kcal/mol) = 0.0
- LUMO energy (spin up / spin down) (eV) = -1.58 / -1.61
- DFT total energy (Eh) = -5303.3140
- <S²> = 0.777
- frontier orbital gap (spin up / spin down) (eV) = 5.937 / 8.372

Element x y z (Å)
1 Br -1.270 2.029 1.820
2 Br -2.135 1.618 3.925
3 C 1.239 -0.245 -0.269
4 C 0.091 -1.194 -0.039
5 C -0.624 -0.594 -1.070
6 C 0.378 0.327 -1.361
7 H 1.416 0.452 0.563
8 H 2.154 -0.732 -0.637
9 H -0.136 -2.016 0.638
10 H -1.608 -0.781 -1.490
11 H 0.496 1.135 -2.080

Mulliken charges in e: 0.043 -0.057 -0.105 -0.576 -0.256 -0.613 0.162 0.221 0.382 0.415 0.385